No. 1
ORCA calculation (ωB97M-V/def2-TZVPD) on C18H21ClN2O8OsP2S2 as an isolated structure.

Properties
M, g/mol: 745.137
Energy above the lowest of the compared OMol25 structures with the same formula, charge and spin, eV: 1.139
Highest occupied orbital energy (alpha / beta), eV: -8.18 / -8.31
E_LUMO (alpha / beta), eV: -1.149 / -2.215
Expectation value of S²: 6.023
Kohn-Sham gap (alpha / beta), hartree: 0.258 / 0.224

```
! wB97M-V def2-TZVPD RIJCOSX def2/J DEFGRID3
* xyz 0 5
Os 1.0737 -0.3659 1.4338
C -0.9300 -0.6218 -1.7349
C -1.2451 -0.6268 -0.2836
N -0.5997 0.3522 0.4759
N -1.4791 1.1584 1.1572
C -0.9653 1.8001 2.1335
S 0.6917 1.5246 2.6582
S -1.9381 2.9818 2.9950
C -0.9182 4.4716 2.6586
C -0.8885 4.8562 1.2054
C 0.0902 4.3415 0.3594
C 0.0835 4.6467 -0.9959
C -0.9010 5.4734 -1.5190
C -1.8767 5.9978 -0.6790
C -1.8695 5.6883 0.6733
C -2.0819 -1.5132 0.3309
C -3.0284 -2.2950 -0.4282
C -3.8080 -3.2147 0.1667
C -3.6637 -3.4562 1.5787
C -2.7501 -2.8088 2.3334
C -1.8679 -1.8201 1.7564
O -0.9430 -1.3423 2.4551
H -1.6642 0.0073 -2.2513
H 0.0411 -0.1529 -1.8766
H -0.9428 -1.6202 -2.1648
H -1.3864 5.2421 3.2705
H 0.0831 4.2911 3.0472
H 0.8673 3.6992 0.7632
H 0.8521 4.2392 -1.6422
H -0.9075 5.7115 -2.5757
H -2.6445 6.6495 -1.0785
H -2.6376 6.0935 1.3256
H -3.1401 -2.0911 -1.4865
H -4.5447 -3.7643 -0.4033
H -4.3044 -4.1939 2.0486
H -2.6310 -3.0137 3.3895
C 2.2306 -2.0077 -2.8675
C 2.8246 -2.5885 -1.5889
O 3.7957 -3.5812 -1.9371
P 3.7128 -1.3044 -0.6433
O 4.9249 -0.8105 -1.5351
O 4.4396 -2.1041 0.5091
O 2.8457 -0.1592 -0.2619
P 1.6230 -3.3205 -0.3930
O 0.4313 -3.9218 -1.2741
O 2.3894 -4.3666 0.3306
O 1.0270 -2.1681 0.4010
H 3.0131 -1.9935 -3.6260
H 1.8840 -0.9884 -2.7236
H 1.4068 -2.6207 -3.2286
H 3.7812 -4.2485 -1.2322
H 5.5360 -1.5268 -1.7597
H 3.8964 -2.7647 0.9797
H 0.3982 -4.8828 -1.1705
Cl 2.6143 -0.9672 2.9246
*
```


No. 2
ORCA calculation (ωB97M-V/def2-TZVPD) on an isolated ion of composition C8H16N3O and charge +1.

Properties
M, g/mol: 170.236
Energy above the lowest of the compared OMol25 structures with the same formula, charge and spin, eV: 2.460
Highest occupied orbital energy, eV: -14.38
E_LUMO, eV: -3.300
SMILES string: CC(C)[C@@H](C)[C@@H]([NH3+])c1ncon1
Kohn-Sham gap, hartree: 0.407

```
! wB97M-V def2-TZVPD RIJCOSX def2/J DEFGRID3
* xyz 1 1
C -2.6293 2.7372 0.1675
C -0.9901 1.4100 0.2806
C 0.2538 -1.9104 1.6506
C 0.5222 -2.8419 -0.5704
C 0.4794 -0.1021 -1.8872
C 0.4129 0.9567 0.4786
C 0.1185 -1.5120 0.1942
C 0.8059 -0.2777 -0.3562
N -1.3262 2.7581 0.2152
N -2.0160 0.6438 0.3941
N 1.1804 2.2394 0.0898
O -3.0671 1.5097 0.2615
H -3.1367 3.6126 0.3183
H 1.2325 -2.6358 1.7969
H 0.1659 -1.1863 2.4682
H -0.6581 -2.4331 1.8537
H 1.6049 -2.7830 -0.5957
H 0.1592 -3.5342 0.0882
H -0.0022 -2.9303 -1.4347
H -0.5072 -0.3757 -2.0671
H 1.1139 -0.7260 -2.4035
H 0.7509 0.8487 -2.3129
H 0.4728 0.6800 1.5930
H -0.8487 -1.3646 -0.0478
H 1.9353 -0.3080 -0.2976
H 1.6258 2.6149 0.9633
H 0.4347 2.8807 -0.2553
H 1.9125 2.0295 -0.5852
*
```


No. 3
ORCA calculation (ωB97M-V/def2-TZVPD) on C4H11CuO3 as an isolated structure.

Properties
M, g/mol: 170.675
Energy above the lowest of the compared OMol25 structures with the same formula, charge and spin, eV: 1.556
Highest occupied orbital energy (alpha / beta), eV: -14.46 / -14.00
E_LUMO (alpha / beta), eV: -4.248 / -6.164
Expectation value of S²: 0.755
Kohn-Sham gap (alpha / beta), hartree: 0.375 / 0.288

```
! wB97M-V def2-TZVPD RIJCOSX def2/J DEFGRID3
* xyz 1 2
O 0.7879 -1.1283 1.3726
C 2.0070 -0.7883 0.7311
C 1.6751 0.0163 -0.5079
O 0.7031 1.0085 -0.1590
C 0.3133 1.8401 -1.2503
Cu -0.4175 0.4032 1.2801
H 2.5487 -1.6974 0.4321
H 2.6616 -0.2100 1.3997
H 1.2230 -0.6436 -1.2649
H 2.5678 0.5083 -0.9191
H -0.4538 2.5372 -0.9008
H 1.1890 2.3863 -1.6255
H -0.1124 1.2340 -2.0615
O -1.6596 -0.7954 0.9538
H -0.0545 -1.9665 1.1398
C -2.9596 -0.7028 0.4440
H -3.1015 -1.3386 -0.4466
H -3.6796 -0.9886 1.2313
H -3.2379 0.3256 0.1513
*
```


No. 4
ORCA calculation (ωB97M-V/def2-TZVPD) on C20H10BrN4OReS5 as an isolated structure.

Properties
M, g/mol: 748.773
Highest occupied orbital energy (alpha / beta), eV: -5.03 / -5.30
E_LUMO (alpha / beta), eV: 0.931 / 1.052
Expectation value of S²: 0.971
Kohn-Sham gap (alpha / beta), hartree: 0.219 / 0.233

```
! wB97M-V def2-TZVPD RIJCOSX def2/J DEFGRID3
* xyz -1 2
Re -0.6961 -2.8279 2.0424
S -0.7453 -2.4269 -0.2265
C -1.2671 -1.0873 -1.0102
S -1.5987 0.7350 1.0562
C -1.0549 -0.6348 -2.4414
C -2.2174 1.6134 -2.7487
N -2.8996 2.2352 -3.4253
C 0.2575 -0.7963 -3.0011
N 1.3073 -0.9080 -3.4415
S -0.5963 -0.9265 3.5996
C 0.9973 -1.6665 3.8325
S 0.6944 -3.3714 3.8744
C 2.2022 -1.0272 3.9601
C 3.3767 -1.7419 4.2435
N 4.3344 -2.3254 4.4944
C 2.3629 0.3532 3.7547
N 2.5880 1.4659 3.5764
Br -1.5864 -5.0419 1.7960
O -0.4879 0.5092 3.2488
S -0.6639 2.4844 0.7628
C 1.0282 2.0641 0.3859
C 1.4647 0.7611 0.2303
C 2.7606 0.5174 -0.1857
C 3.6222 1.5728 -0.4259
C 3.1924 2.8744 -0.2267
C 1.8947 3.1261 0.1714
C -2.0268 0.1515 -0.6672
C -3.5034 -0.0094 -0.8142
C -4.0868 -0.5759 -1.8739
C -3.4388 -1.1533 -3.0357
C -2.1345 -1.1975 -3.3243
C -1.3776 0.8093 -1.9205
H 0.8010 -0.0670 0.4379
H 3.0877 -0.5009 -0.3324
H 4.6292 1.3829 -0.7646
H 3.8668 3.7022 -0.3902
H 1.5428 4.1359 0.3156
H -4.0949 0.3670 0.0063
H -5.1664 -0.6328 -1.8813
H -4.1142 -1.6070 -3.7481
H -1.7941 -1.6847 -4.2283
H -0.4598 1.3499 -1.6755
*
```


The evaluated total energy for the records listed, in turn: -93609.16210, -15064.11707, -55097.96751, -155256.42303 eV.